{
  "formula": "C17H40BF10NO19PtS7",
  "method": "the ωB97M-V functional and the def2-TZVPD basis",
  "multiplicity": 4,
  "orbital_gap_ev": [9.332, 4.220],
  "lumo_ev": [-3.4658, -8.5771],
  "charge": 1,
  "species": ["Pt", "B", "F", "F", "F", "F", "C", "F", "F", "F", "S", "O", "O", "N", "S", "O", "O", "C", "F", "F", "F", "O", "S", "O", "O", "C", "C", "C", "H", "H", "H", "H", "H", "H", "H", "H", "O", "S", "O", "O", "C", "C", "C", "H", "H", "H", "H", "H", "H", "H", "H", "O", "S", "O", "O", "C", "C", "C", "H", "H", "H", "H", "H", "H", "H", "H", "O", "S", "O", "O", "C", "C", "C", "H", "H", "H", "H", "H", "H", "H", "H", "O", "S", "O", "O", "C", "C", "C", "H", "H", "H", "H", "H", "H", "H", "H"],
  "xyz": [[-30.6682, -25.6531, 2.7164], [-32.6744, -24.5347, 4.0031], [-33.5223, -24.5883, 5.0520], [-31.3276, -24.5712, 4.3259], [-32.8995, -25.4775, 3.0149], [-32.9036, -23.3329, 3.3213], [-28.7429, -22.3160, 4.3168], [-29.1417, -23.2252, 5.1387], [-29.6153, -21.3734, 4.2185], [-27.5891, -21.8340, 4.7588], [-28.4452, -23.2014, 2.5697], [-27.8952, -22.1170, 1.7042], [-27.6128, -24.3200, 2.8903], [-30.0544, -23.7457, 2.0687], [-30.5421, -23.0839, 0.7366], [-29.5938, -23.0349, -0.3742], [-31.8584, -23.6863, 0.4045], [-30.8343, -21.1115, 1.0177], [-29.7822, -20.4112, 1.0577], [-31.5589, -20.5585, 0.0885], [-31.3991, -20.8271, 2.1904], [-37.8661, -25.4944, 3.1003], [-37.4051, -24.8124, 1.9256], [-37.6138, -25.4081, 0.6449], [-38.1146, -23.3266, 1.8716], [-38.4679, -22.7981, 3.0888], [-39.0853, -21.4917, 2.6596], [-35.5959, -24.2265, 1.9989], [-37.5396, -22.5602, 3.6081], [-39.0689, -23.3214, 3.8326], [-38.3779, -20.9449, 2.0361], [-39.2673, -20.8662, 3.5334], [-40.0305, -21.6229, 2.1328], [-34.9505, -24.9860, 2.4401], [-35.4965, -23.3863, 2.6861], [-35.3567, -23.9457, 0.9732], [-33.6109, -28.2920, 3.3420], [-32.2826, -28.5343, 3.8444], [-31.0889, -27.6841, 3.5751], [-32.2526, -28.8747, 5.4887], [-33.4490, -28.6840, 6.2369], [-33.0837, -28.8256, 7.7461], [-31.7806, -30.2024, 3.2491], [-34.1466, -29.4688, 5.9443], [-33.9623, -27.7487, 6.0136], [-32.3283, -28.0664, 7.9489], [-32.6480, -29.8248, 7.7494], [-33.9694, -28.7876, 8.3803], [-30.7357, -30.4309, 3.4590], [-31.9025, -30.0832, 2.1725], [-32.4811, -30.9261, 3.6658], [-27.4503, -26.1229, 6.0987], [-28.8012, -26.5303, 5.6763], [-29.1268, -26.2606, 4.2611], [-29.0500, -28.1941, 5.9248], [-28.8305, -28.7376, 7.2655], [-27.2875, -28.8218, 7.4385], [-30.1576, -25.7968, 6.8512], [-29.3880, -29.6728, 7.3168], [-29.2654, -28.1328, 8.0613], [-26.7500, -28.8595, 6.4909], [-27.1395, -29.7695, 7.9561], [-26.9589, -28.0234, 8.1038], [-30.9516, -26.5367, 6.7508], [-30.4958, -24.8151, 6.5196], [-29.8508, -25.7861, 7.8971], [-30.9767, -26.4404, -1.2767], [-31.9724, -26.9065, -0.3035], [-31.6255, -27.0095, 1.1088], [-33.3232, -26.0455, -0.4339], [-33.5665, -25.5233, -1.6715], [-35.0144, -25.5544, -1.9165], [-32.4841, -28.5683, -0.8284], [-33.0085, -26.0153, -2.4681], [-33.2683, -24.4876, -1.5086], [-35.5543, -26.4991, -1.9804], [-35.2798, -25.0294, -2.8341], [-35.4694, -24.8856, -1.1860], [-31.5913, -29.1700, -0.9986], [-33.1117, -28.5378, -1.7190], [-33.1735, -28.9341, -0.0675], [-36.0049, -25.0585, 9.0081], [-36.8516, -25.3201, 7.8759], [-36.7341, -26.5763, 7.1023], [-38.4371, -24.9973, 8.4295], [-38.6317, -23.7326, 9.0830], [-40.1156, -23.6938, 9.4376], [-36.5456, -23.9847, 6.6820], [-38.2049, -22.9522, 8.4530], [-38.1582, -23.5365, 10.0450], [-40.4174, -24.6254, 9.9164], [-40.9425, -23.3562, 8.8127], [-40.3250, -23.0218, 10.2698], [-36.1973, -23.0581, 7.1382], [-37.4651, -23.8417, 6.1144], [-35.7353, -24.4881, 6.1546]],
  "lowdin_spin": [2.065, 0.006, 0.006, 0.122, 0.092, 0.001, 0.000, 0.000, 0.000, 0.000, 0.011, 0.021, 0.006, 0.256, 0.017, 0.048, 0.028, 0.007, 0.001, 0.004, 0.001, 0.000, 0.000, 0.000, 0.000, 0.000, 0.000, 0.001, 0.000, 0.000, 0.000, 0.000, 0.000, 0.000, 0.000, 0.000, -0.001, 0.009, 0.059, 0.002, 0.000, 0.000, 0.006, 0.000, 0.000, 0.000, 0.000, 0.000, 0.000, 0.000, 0.001, 0.020, 0.006, 0.091, 0.003, 0.000, 0.000, 0.000, 0.000, 0.000, 0.000, 0.000, 0.000, 0.000, 0.000, 0.000, 0.000, 0.011, 0.088, 0.000, 0.000, 0.000, 0.008, 0.000, 0.000, 0.000, 0.000, 0.000, 0.000, 0.001, 0.000, 0.000, 0.000, 0.000, 0.000, 0.000, 0.000, 0.000, 0.000, 0.000, 0.000, 0.000, 0.000, 0.000, 0.000, 0.000]
}

{
  "formula": "C14H34CaN2O7",
  "method": "the ωB97M-V functional and the def2-TZVPD basis",
  "orbital_gap_ev": 2.062,
  "lumo_ev": 3.7317,
  "charge": -2,
  "relative_energy_kj_mol": 0.0,
  "species": ["Ca", "O", "C", "C", "O", "H", "H", "H", "H", "O", "C", "C", "O", "H", "H", "H", "H", "C", "O", "C", "C", "N", "C", "C", "O", "C", "H", "H", "H", "H", "H", "H", "H", "H", "H", "H", "H", "H", "H", "H", "H", "C", "C", "C", "O", "C", "N", "H", "H", "H", "H", "H", "H", "H", "H", "H", "H", "H"],
  "xyz": [[-0.4359, 0.3523, -1.3158], [-0.4668, 2.5254, -2.4021], [-1.2980, 3.6550, -2.7571], [-0.4406, 4.7917, -3.4686], [0.4295, 4.6149, -4.6077], [-1.8697, 3.9337, -1.8719], [-2.0605, 3.5989, -3.5339], [-0.0612, 5.3436, -2.6087], [-1.0714, 5.5418, -3.9456], [1.2196, 0.1287, -3.2096], [1.3630, -1.3043, -3.1733], [0.2890, -2.3090, -2.7474], [-0.5719, -1.9579, -1.7037], [2.2816, -1.4986, -2.6198], [1.7484, -1.5665, -4.1586], [0.7437, -3.2942, -2.6430], [-0.3488, -2.5253, -3.6045], [-3.4663, -0.8539, -1.7168], [-2.8138, 0.2730, -1.0437], [-3.4019, 0.7839, 0.1232], [-2.4356, 1.6927, 0.8401], [-1.1204, 1.1482, 0.9712], [-0.1440, 2.2382, 1.1760], [1.2933, 1.7461, 1.1876], [1.4282, 0.9997, 0.0005], [2.7245, 0.4039, -0.2254], [-4.5421, -0.7183, -1.8272], [-3.3096, -1.7391, -1.1003], [-3.0162, -1.1743, -2.6564], [-3.6306, -0.0638, 0.7691], [-4.3964, 1.1941, -0.0525], [-2.9953, 1.8271, 1.7657], [-2.4575, 2.7264, 0.4952], [-1.0845, 0.4124, 1.6623], [-0.2645, 2.5663, 2.2084], [-0.2126, 3.0853, 0.4934], [1.5095, 1.0531, 2.0007], [2.0257, 2.5440, 1.0651], [3.3457, 1.2015, -0.6330], [2.7626, -0.4643, -0.8833], [3.1106, 0.0451, 0.7286], [0.9657, -3.7316, 1.5056], [0.1599, -2.6021, 2.1540], [0.8053, -2.1546, 3.5282], [2.0706, -1.6810, 3.1416], [2.9263, -1.7737, 4.2062], [0.2529, -1.5104, 1.1631], [1.0308, -4.6599, 2.0731], [1.9598, -3.3036, 1.3758], [0.6415, -4.0791, 0.5247], [-0.8776, -2.9201, 2.2560], [0.7160, -2.9782, 4.2367], [0.2042, -1.3378, 3.9276], [3.2196, -2.7910, 4.4656], [2.5013, -1.1511, 4.9935], [3.8061, -1.1647, 3.9983], [0.0393, -1.8944, 0.2537], [1.2198, -1.2240, 1.2190]],
  "nbo_charge": [1.780, -1.047, -0.098, -0.073, -0.982, 0.069, 0.093, 0.043, 0.082, -0.966, -0.114, -0.074, -1.078, 0.066, 0.119, 0.096, 0.100, -0.255, -0.587, -0.042, -0.242, -0.679, -0.253, -0.060, -0.600, -0.260, 0.152, 0.183, 0.239, 0.140, 0.170, 0.147, 0.229, 0.397, 0.148, 0.264, 0.156, 0.189, 0.196, 0.232, 0.138, -0.638, -0.058, -0.080, -0.541, -0.244, -0.897, 0.173, 0.210, 0.238, 0.179, 0.169, 0.169, 0.166, 0.160, 0.185, 0.425, 0.362]
}

{
  "formula": "C66H51F2NO24S",
  "method": "the ωB97M-V functional and the def2-TZVPD basis",
  "orbital_gap_ev": 8.061,
  "lumo_ev": -1.9827,
  "relative_energy_kj_mol": 219.9,
  "species": ["C", "C", "F", "C", "N", "C", "C", "C", "O", "O", "S", "O", "O", "F", "H", "H", "H", "H", "H", "H", "H", "H", "H", "H", "H", "O", "C", "C", "C", "C", "O", "C", "C", "H", "H", "H", "H", "O", "C", "C", "C", "C", "O", "C", "C", "H", "H", "H", "H", "O", "C", "C", "C", "C", "O", "C", "C", "H", "H", "H", "H", "O", "C", "C", "C", "C", "O", "C", "C", "H", "H", "H", "H", "O", "C", "C", "C", "C", "O", "C", "C", "H", "H", "H", "H", "O", "C", "C", "C", "C", "O", "C", "C", "H", "H", "H", "H", "O", "C", "C", "C", "C", "O", "C", "C", "H", "H", "H", "H", "O", "C", "C", "C", "C", "O", "C", "C", "H", "H", "H", "H", "O", "C", "C", "C", "C", "O", "C", "C", "H", "H", "H", "H", "O", "C", "C", "C", "C", "O", "C", "C", "H", "H", "H", "H"],
  "xyz": [[-0.7288, -1.6316, 3.5018], [-1.8495, -1.0935, 2.5021], [-2.5908, 0.0112, 3.0752], [-1.2736, -0.6204, 1.0617], [0.2165, -0.3280, 1.1587], [0.9264, -1.2092, 0.1755], [2.5108, -1.3764, 0.4700], [3.2442, -1.4506, -0.9461], [2.7470, -1.9776, -1.9774], [4.5471, -0.8697, -1.0673], [0.5069, 1.3414, 0.8823], [1.9476, 1.6846, 0.6583], [0.0700, 2.0558, 2.1483], [-0.3741, 2.0019, -0.3791], [-1.2600, -1.8389, 4.5066], [-0.2108, -2.5858, 3.1081], [0.0747, -0.8411, 3.7527], [-2.5571, -1.9831, 2.2922], [-1.5141, -1.4209, 0.2854], [-1.8755, 0.3099, 0.7362], [0.7181, -0.9055, -0.9155], [0.4827, -2.2691, 0.2851], [2.9349, -0.5890, 1.1737], [2.6659, -2.4021, 0.9692], [5.1405, -1.4279, -0.5103], [-6.2582, -2.0683, 8.3854], [-5.1674, -2.2788, 7.8876], [-4.1225, -3.0286, 8.6177], [-2.9272, -3.2567, 8.0729], [-2.5962, -2.7717, 6.7156], [-1.5009, -2.9851, 6.2190], [-3.6407, -2.0222, 5.9854], [-4.8366, -1.7935, 6.5301], [-4.3807, -3.3777, 9.6101], [-2.1509, -3.8029, 8.5932], [-3.3828, -1.6728, 4.9929], [-5.6128, -1.2473, 6.0096], [-7.6330, 4.5640, 2.8449], [-7.1314, 3.5895, 3.3745], [-5.8143, 3.0745, 2.9452], [-5.2674, 2.0055, 3.5252], [-5.9548, 1.2921, 4.6222], [-5.4532, 0.3153, 5.1537], [-7.2713, 1.8069, 5.0511], [-7.8175, 2.8754, 4.4713], [-5.3245, 3.6095, 2.1411], [-4.3040, 1.6138, 3.2236], [-7.7614, 1.2719, 5.8553], [-8.7808, 3.2668, 4.7732], [-5.7491, -9.8217, 10.6044], [-5.0485, -8.8312, 10.5237], [-3.9075, -8.6209, 11.4402], [-3.1412, -7.5332, 11.3523], [-3.3984, -6.4926, 10.3343], [-2.6963, -5.5004, 10.2537], [-4.5391, -6.7027, 9.4179], [-5.3056, -7.7902, 9.5056], [-3.7325, -9.3928, 12.1792], [-2.3023, -7.3627, 12.0153], [-4.7142, -5.9307, 8.6787], [-6.1443, -7.9605, 8.8424], [-2.6199, -2.2395, -6.7061], [-2.3608, -1.9265, -5.5605], [-2.1611, -2.9492, -4.5115], [-1.8792, -2.6046, -3.2548], [-1.7528, -1.1868, -2.8574], [-1.4928, -0.8724, -1.7078], [-1.9522, -0.1641, -3.9051], [-2.2342, -0.5081, -5.1622], [-2.2565, -3.9829, -4.8197], [-1.7304, -3.3401, -2.4738], [-1.8566, 0.8696, -3.5964], [-2.3827, 0.2275, -5.9427], [-3.1848, -8.3625, 5.6446], [-2.7914, -7.5876, 4.7932], [-2.7735, -6.1292, 5.0319], [-2.3444, -5.2805, 4.0976], [-1.8666, -5.7610, 2.7839], [-1.4729, -4.9843, 1.9316], [-1.8842, -7.2197, 2.5443], [-2.3134, -8.0688, 3.4789], [-3.1259, -5.7931, 5.9996], [-2.3253, -4.2096, 4.2559], [-1.5317, -7.5553, 1.5768], [-2.3326, -9.1399, 3.3211], [7.7204, -0.0918, -1.3035], [7.7289, 0.6774, -2.2474], [8.8515, 0.6995, -3.2091], [8.8612, 1.5435, -4.2414], [7.7494, 2.4914, -4.4686], [7.7579, 3.2615, -5.4137], [6.6273, 2.4693, -3.5075], [6.6174, 1.6255, -2.4753], [9.6570, -0.0015, -3.0285], [9.6746, 1.5739, -4.9548], [5.8217, 3.1701, -3.6880], [5.8030, 1.5956, -1.7620], [3.9095, 7.5221, 2.8833], [4.0697, 6.6348, 2.0665], [4.5010, 6.9333, 0.6834], [4.6744, 5.9604, -0.2121], [4.4445, 4.5432, 0.1405], [4.6037, 3.6529, -0.6742], [4.0141, 4.2453, 1.5213], [3.8403, 5.2171, 2.4176], [4.6655, 7.9763, 0.4426], [4.9889, 6.1603, -1.2289], [3.8503, 3.2019, 1.7601], [3.5259, 5.0160, 3.4340], [10.1987, 4.9038, -11.1102], [10.0384, 4.0399, -10.2661], [9.4012, 4.3434, -8.9680], [9.2280, 3.3971, -8.0433], [9.6652, 2.0043, -8.2799], [9.5062, 1.1396, -7.4378], [10.3029, 1.7008, -9.5792], [10.4754, 2.6471, -10.5024], [9.0866, 5.3678, -8.8119], [8.7635, 3.6021, -7.0862], [10.6178, 0.6765, -9.7360], [10.9396, 2.4426, -11.4593], [6.4131, 3.8583, -14.4703], [7.1475, 4.8230, -14.5774], [8.2962, 5.0183, -13.6681], [9.0991, 6.0765, -13.7846], [8.8755, 7.0987, -14.8293], [9.6093, 8.0632, -14.9369], [7.7262, 6.9036, -15.7392], [6.9237, 5.8453, -15.6222], [8.4466, 4.2608, -12.9095], [9.9439, 6.2349, -13.1268], [7.5761, 7.6616, -16.4980], [6.0782, 5.6860, -16.2799], [-14.6688, 1.7259, 2.5223], [-13.4624, 1.5903, 2.5934], [-12.5510, 2.7481, 2.4708], [-11.2280, 2.5980, 2.5468], [-10.6169, 1.2685, 2.7582], [-9.4090, 1.1334, 2.8294], [-11.5278, 0.1108, 2.8809], [-12.8507, 0.2607, 2.8049], [-13.0149, 3.7145, 2.3170], [-10.5454, 3.4347, 2.4584], [-11.0636, -0.8555, 3.0347], [-13.5327, -0.5757, 2.8932]],
  "mulliken_charge": [-0.672, 0.403, -0.271, -0.822, 0.460, -0.715, -0.473, 0.461, -0.547, -0.333, 1.116, -0.507, -0.661, -0.286, 0.087, 0.213, 0.313, 0.087, 0.310, 0.513, 0.183, 0.382, 0.259, 0.416, 0.285, -0.585, 0.281, -0.562, -0.491, 0.602, -0.613, 0.063, -0.744, 0.570, 0.506, 0.339, 0.626, -0.594, 0.347, -0.577, -0.423, 0.196, -0.451, -0.238, -0.479, 0.460, 0.676, 0.486, 0.478, -0.551, 0.273, -0.408, -0.435, 0.444, -0.538, 0.037, -0.459, 0.403, 0.426, 0.360, 0.425, -0.546, 0.323, -0.458, -0.265, 0.219, -0.341, -0.367, -0.408, 0.412, 0.457, 0.449, 0.408, -0.558, 0.227, -0.192, 0.310, 0.016, -0.478, -0.471, -0.449, 0.564, 0.239, 0.429, 0.410, -0.572, 0.226, -0.470, -0.221, 0.549, -0.590, -0.493, -0.402, 0.430, 0.336, 0.482, 0.644, -0.559, 0.347, -0.405, -0.319, 0.412, -0.475, -0.200, -0.441, 0.395, 0.419, 0.400, 0.419, -0.512, 0.277, -0.556, -0.273, 0.403, -0.550, -0.444, -0.283, 0.459, 0.705, 0.416, 0.441, -0.552, 0.298, -0.224, -0.191, 0.333, -0.544, -0.407, -0.380, 0.368, 0.485, 0.409, 0.406, -0.544, 0.310, -0.367, -0.221, 0.416, -0.495, -0.425, -0.343, 0.425, 0.449, 0.413, 0.404]
}

Number 1: F_max 8.03 eV Å⁻¹. Number 2: F_max 3.59 eV Å⁻¹. Number 3: F_max 7.32 eV Å⁻¹.